ORCA calculation (ωB97M-V/def2-TZVPD) on C14H7AlCl5NO4 as an isolated structure.

Results
* LUMO level: -0.543 eV
* Kohn-Sham gap: 9.00 eV
* 2S+1: 1

```
32
Properties=species:S:1:pos:R:3:forces:R:3
Al -0.3356 0.4122 -0.0629 0.507 -0.691 0.224
O -0.2156 3.8815 -1.4155 -0.007 -0.005 0.128
C -0.3395 2.8663 -0.7980 -0.071 -0.023 -0.236
O -0.2182 1.6403 -1.3105 0.011 0.118 -0.360
C -0.6675 2.8230 0.7346 0.000 -0.044 0.190
O -0.8928 3.7964 1.3877 0.039 0.018 -0.095
O -0.6491 1.5722 1.2073 -0.030 0.145 0.353
Cl -3.0336 0.3242 -0.6039 -0.546 0.256 -0.154
C -2.5012 -1.2921 -0.3301 0.458 -0.299 0.097
C -1.1287 -1.4260 -0.1061 -0.264 0.232 0.055
C -0.6755 -2.7168 0.1554 -0.227 0.170 -0.106
Cl 0.9979 -3.0078 0.4657 0.229 0.045 0.043
C -1.5417 -3.8113 0.1786 0.026 -0.020 -0.012
Cl -0.9439 -5.3900 0.5024 -0.021 -0.021 0.000
C -2.9029 -3.6266 -0.0622 0.076 0.043 0.015
Cl -3.9715 -4.9640 -0.0314 -0.048 -0.039 -0.012
C -3.3955 -2.3491 -0.3208 -0.092 -0.015 -0.031
Cl -5.0647 -2.0943 -0.6187 -0.036 0.017 0.002
C 5.8959 0.0010 0.0280 -0.014 -0.019 0.018
C 4.3996 0.0359 0.0567 -0.115 0.022 0.002
C 3.6413 -0.2506 -1.0759 0.052 -0.001 0.036
C 2.2676 -0.2032 -1.0025 0.007 -0.082 0.075
N 1.6220 0.1097 0.1283 -0.023 0.191 -0.232
C 2.3357 0.4019 1.2202 -0.056 -0.056 0.126
C 3.7128 0.3674 1.2233 0.053 -0.018 -0.063
H 6.2622 -0.4472 -0.8931 0.029 0.005 0.010
H 6.2747 -0.5701 0.8756 0.042 0.004 -0.017
H 6.3001 1.0118 0.1052 -0.008 -0.002 -0.007
H 4.1227 -0.5029 -2.0108 -0.031 -0.021 -0.003
H 1.6417 -0.4279 -1.8584 0.083 0.047 -0.047
H 1.7664 0.6615 2.1039 0.015 0.053 -0.017
H 4.2542 0.6087 2.1281 -0.037 -0.012 0.020
```
Positions in Å, forces in eV/Å.

---

ORCA calculation (ωB97M-V/def2-TZVPD) on C14H7CoF3N3O5S5 as an isolated structure.

Results
* total charge: -2
* LUMO level: 4.214 eV
* Kohn-Sham gap: 6.88 eV
* 2S+1: 1

```
38
Properties=species:S:1:pos:R:3:forces:R:3
Co 0.8985 0.8749 0.1306 0.033 0.155 0.082
S 0.7355 2.3592 2.0631 0.080 -0.088 -0.068
C -0.3104 1.0609 2.3588 -0.016 -0.001 0.044
N -0.3849 0.1437 1.4286 0.134 -0.178 0.047
C -1.2041 -0.9133 1.7545 -0.072 0.048 -0.033
C -1.4587 -2.0420 0.9793 -0.007 0.008 0.003
C -2.3183 -3.0052 1.4755 -0.003 0.002 -0.002
C -2.9290 -2.8601 2.7225 -0.001 -0.005 0.009
C -2.6821 -1.7396 3.4994 -0.005 -0.001 0.003
C -1.8163 -0.7727 3.0099 -0.002 -0.001 -0.015
S -1.3080 0.7193 3.7543 0.004 0.015 -0.014
H -0.9797 -2.1387 0.0146 0.002 -0.006 0.008
H -2.5199 -3.8886 0.8825 0.001 -0.001 -0.003
H -3.5988 -3.6286 3.0887 -0.002 0.001 -0.001
H -3.1530 -1.6209 4.4675 0.001 0.002 0.000
S 0.9538 -0.7774 -1.3478 0.027 -0.174 -0.033
C 2.2133 -1.4627 -0.4009 -0.083 -0.026 -0.034
S 2.5133 -0.4294 0.9246 0.026 0.096 0.043
C 2.8547 -2.6661 -0.6614 -0.028 0.008 0.011
C 2.4943 -3.4677 -1.7771 0.014 0.004 -0.012
N 2.2106 -4.1398 -2.6725 -0.009 -0.003 0.003
C 3.8740 -3.1629 0.1937 0.020 0.007 0.008
N 4.6998 -3.5868 0.8809 -0.008 -0.001 0.000
F -3.2662 0.9526 -2.0164 0.005 -0.007 -0.004
C -2.8881 2.2376 -1.9903 0.002 0.007 0.005
F -2.2621 2.5004 -3.1465 -0.007 0.002 0.007
F -4.0099 2.9835 -1.9664 0.000 -0.007 0.003
S -1.8272 2.6137 -0.5292 -0.028 -0.050 0.009
O -2.6440 2.2113 0.5875 -0.008 0.018 0.024
O -1.5545 4.0178 -0.6725 0.010 0.004 -0.005
O -0.7009 1.7218 -0.8206 0.032 0.064 -0.125
C 2.9317 3.0461 -2.7515 0.003 0.025 0.034
C 2.9193 1.8701 -1.7776 0.166 -0.087 0.091
O 3.7383 0.9694 -1.8845 -0.061 -0.036 -0.055
O 2.0011 2.0049 -0.8822 -0.222 0.210 -0.027
H 3.6456 2.8643 -3.5525 0.007 -0.003 0.004
H 3.2034 3.9563 -2.2134 -0.008 0.000 0.001
H 1.9291 3.1945 -3.1532 0.003 -0.001 -0.007
```
Positions in Å, forces in eV/Å.

---

ORCA calculation (ωB97M-V/def2-TZVPD) on C14H7N4O4S2Tc as an isolated structure.

Results
* total charge: +1
* LUMO level (spin up / spin down): -7.296 / -6.439 eV
* Kohn-Sham gap (spin up / spin down): 5.92 / 6.78 eV
* <S²>: 0.85
* 2S+1: 2

```
32
Properties=species:S:1:pos:R:3:forces:R:3
Tc 0.1208 0.9544 0.2197 -0.510 0.269 0.054
S 2.2515 0.4539 0.1226 0.094 -0.002 -0.029
C 2.8155 0.4019 1.8133 0.009 -0.034 -0.112
C 4.1510 0.3017 2.1248 0.082 -0.002 0.111
C 4.5339 0.2990 3.4741 0.049 -0.012 -0.096
C 5.9275 0.1832 3.7981 -0.005 0.022 0.011
N 7.0479 0.0972 4.0326 -0.019 -0.012 -0.005
C 3.5764 0.3984 4.4834 -0.130 0.023 0.056
C 2.2214 0.5049 4.1507 0.096 -0.014 0.095
C 1.8657 0.5072 2.8191 -0.119 0.007 -0.009
S 0.1700 0.6193 2.3207 0.133 -0.093 0.049
C 3.9558 0.3916 5.8678 0.014 -0.011 0.006
N 4.2283 0.3831 6.9827 -0.004 0.005 -0.022
H 4.9110 0.2178 1.3594 -0.033 0.001 -0.029
H 1.4811 0.5856 4.9360 -0.005 0.001 -0.009
C -2.7270 -1.8073 0.4748 -0.003 0.001 -0.014
C -2.9344 -0.3764 0.1429 -0.041 -0.004 -0.029
N -2.0022 0.5597 0.0491 0.292 0.016 0.043
C -2.6362 1.7437 -0.2836 0.053 -0.014 0.083
C -3.9700 1.5167 -0.3981 -0.035 0.003 0.080
N -4.1281 0.1851 -0.1267 0.014 -0.007 0.001
C -5.1830 2.3349 -0.7134 -0.011 -0.002 -0.197
O -5.0039 3.6142 -0.9696 0.034 -0.032 0.068
O -6.2444 1.7770 -0.7404 0.001 0.013 0.076
C -1.8122 2.9516 -0.4295 -0.070 0.022 -0.295
O -2.2381 4.0292 -0.7358 0.007 0.008 0.106
O -0.5020 2.7061 -0.2129 0.123 -0.182 0.023
H -1.6765 -1.9904 0.6878 0.002 0.000 0.004
H -3.0290 -2.4409 -0.3595 0.003 -0.001 0.003
H -3.3159 -2.0905 1.3472 0.000 0.008 0.001
H -5.0375 -0.2620 -0.1398 -0.002 0.003 -0.008
H -4.0636 3.8916 -0.9098 -0.020 0.019 -0.016
```
Positions in Å, forces in eV/Å.

---

ORCA calculation (ωB97M-V/def2-TZVPD) on C14H8AuCl2NO6 as an isolated structure in a non-equilibrium geometry.

Results
* total charge: +2
* LUMO level (spin up / spin down): -7.757 / -9.442 eV
* Kohn-Sham gap (spin up / spin down): 7.53 / 6.69 eV
* <S²>: 2.04
* 2S+1: 3

```
32
Properties=species:S:1:pos:R:3:forces:R:3
Au 0.9817 -0.4659 -0.4899 0.432 -0.207 -0.090
O 4.2415 1.8486 -2.1417 -1.403 -0.880 0.950
C 3.2423 1.2259 -1.4802 1.522 -1.592 -2.685
O 2.8447 0.0850 -1.7971 0.429 1.870 0.811
C 2.7064 1.9909 -0.3649 -0.910 0.374 1.153
C 3.2700 3.1787 0.0970 -0.436 -0.390 0.207
C 2.7141 3.7646 1.2293 -0.066 0.201 -0.007
C 1.6217 3.1742 1.8588 -0.157 -0.239 -0.124
C 1.1057 1.9860 1.3411 1.130 0.044 -1.149
N 1.6403 1.4077 0.2285 0.275 1.142 0.645
C 0.0328 1.1836 1.9511 -2.222 -1.796 1.190
O -0.7411 1.7232 2.9200 1.036 -0.379 -1.133
O -0.1813 0.0116 1.6175 0.466 2.076 0.637
H 4.5840 1.2747 -2.8543 -0.109 0.054 0.129
H 4.1215 3.6029 -0.4106 0.061 0.038 -0.027
H 3.1235 4.6904 1.6241 -0.019 -0.157 -0.068
H 1.1862 3.6368 2.7507 0.284 -0.195 -0.347
H -0.5344 2.6544 3.1008 -0.114 -0.190 -0.020
Cl -5.1150 -4.8191 -0.5360 0.375 0.305 0.029
C -3.9675 -3.5617 -0.5743 -0.960 0.490 -0.030
C -4.4100 -2.2197 -0.5921 0.258 -0.151 0.042
C -3.4874 -1.1939 -0.6661 -0.850 -0.166 0.036
Cl -3.9920 0.4212 -0.6480 0.016 -0.158 -0.037
C -2.0642 -1.4569 -0.7522 1.619 1.684 -0.285
O -1.2751 -0.4627 -0.8855 -1.456 -1.714 0.297
C -1.6326 -2.8420 -0.6845 -2.330 -0.085 0.279
C -0.3046 -3.2361 -0.7019 4.342 0.766 -0.544
O 0.7703 -2.5077 -0.8229 -2.746 -1.680 0.363
C -2.6067 -3.8589 -0.5916 1.351 0.269 -0.122
H -5.4751 -2.0120 -0.5338 0.194 0.042 -0.045
H -0.0926 -4.3189 -0.6419 -0.046 0.426 -0.045
H -2.3071 -4.9050 -0.5497 0.033 0.199 -0.010
```
Positions in Å, forces in eV/Å.

---

The evaluated molar mass for the records listed, in turn: 457.5; 573.5; 457.4; 554.1 g/mol.
The evaluated relative energy (zero: lowest compared OMol25 entry of this formula, charge and spin) for the records listed, in turn: 23.8; 0.0; 0.0; 0.0 kJ/mol.
The evaluated electronic energy for the records listed, in turn: -93525.912; -129300.302; -52644.736; -57142.251 eV.